Molecular formula: C55H39FeN5O8
Method: DFT, the ωB97M-V functional and the def2-TZVPD basis

As for the orbital gap (spin up / spin down): 3.163 / 5.297 eV. Its expectation value of S² is 8.89. As for the LUMO energy (spin up / spin down): 0.774 / 0.966 eV. The spin multiplicity is 6. Its total charge is -1.

Element x y z (Å)
Fe -0.223 0.081 0.314
C -9.007 1.869 3.842
O -8.719 0.677 3.158
C -7.502 0.650 2.562
C -6.533 1.638 2.781
C -5.242 1.560 2.171
C -4.948 0.449 1.410
C -5.901 -0.535 1.205
C -7.177 -0.447 1.840
C -3.586 0.171 0.931
C -3.252 0.732 -0.278
C -3.973 1.648 -1.107
C -3.174 2.021 -2.050
C -1.822 1.439 -1.846
N -1.904 0.675 -0.741
C -0.639 1.662 -2.675
C 0.091 -1.259 -2.738
C 1.079 -1.234 -3.769
C 2.240 -1.048 -3.137
C 1.961 -0.906 -1.744
C 2.950 -0.967 -0.757
C 4.351 -0.963 -1.239
C 4.973 0.230 -1.667
C 6.193 0.177 -2.234
C 6.889 -0.996 -2.375
O 8.145 -0.977 -2.931
C 8.504 -2.184 -3.645
C 6.339 -2.176 -1.916
C 5.055 -2.110 -1.390
C 2.696 -0.988 0.657
N 1.398 -1.022 1.109
C 1.518 -1.057 2.462
C 0.392 -1.268 3.335
C 0.672 -1.563 4.762
C 0.656 -0.538 5.722
C 0.910 -0.807 7.102
C 1.085 -2.088 7.479
O 1.269 -2.503 8.740
C 2.581 -2.118 9.300
C 1.030 -3.139 6.562
C 0.848 -2.871 5.215
C -0.942 -1.199 2.953
C -2.124 -1.458 3.820
C -3.246 -1.013 3.142
C -2.731 -0.543 1.876
N -1.395 -0.750 1.664
C 2.931 -1.285 2.911
C 3.654 -1.296 1.685
N 0.596 -0.979 -1.523
C -0.575 1.384 -3.981
C 0.548 1.684 -4.930
C 0.333 1.565 -6.242
C -0.927 1.246 -6.868
O -0.822 1.458 -8.188
C -1.904 0.910 -8.969
C -1.906 0.795 -6.047
C -1.797 0.620 -4.580
H -10.013 1.761 4.205
H -8.971 2.695 3.132
H -8.285 2.221 4.568
H -6.756 2.460 3.433
H -4.511 2.320 2.245
H -5.546 -1.445 0.694
H -7.883 -1.273 1.747
H -4.945 2.015 -0.926
H -3.345 2.523 -2.986
H 0.806 -1.351 -4.886
H 3.163 -0.921 -3.639
H 4.400 1.175 -1.579
H 6.569 1.057 -2.730
H 9.342 -1.977 -4.310
H 7.648 -2.497 -4.198
H 8.746 -3.001 -2.983
H 6.931 -3.071 -2.049
H 4.488 -3.084 -1.158
H 0.488 0.490 5.441
H 0.881 0.051 7.783
H 3.394 -2.104 8.542
H 2.637 -2.792 10.120
H 2.517 -1.048 9.736
H 1.142 -4.119 6.873
H 0.820 -3.668 4.511
H -2.161 -1.743 4.876
H -4.341 -0.982 3.347
H 3.256 -1.383 3.917
H 4.743 -1.477 1.662
H 1.627 1.874 -4.678
H 1.144 1.841 -6.943
H -1.682 1.293 -9.986
H -2.809 1.159 -8.512
H -1.761 -0.149 -9.127
H -2.778 0.566 -6.576
H -2.683 1.023 -4.104
O -1.746 -0.802 -4.250
C -1.357 -1.524 -3.143
O -2.024 -2.442 -2.710
C 0.538 2.221 -1.960
C 1.416 3.108 -2.477
C 2.408 3.676 -1.689
C 2.397 3.391 -0.328
C 1.450 2.512 0.121
N 0.600 1.950 -0.677
C 1.017 2.278 1.610
O 1.722 2.844 2.420
O -0.139 1.720 1.736
H 1.197 3.442 -3.465
H 3.146 4.358 -2.146
H 3.184 3.776 0.355


Molecular formula: C55H42BrIN8Tl
Method: DFT, the ωB97M-V functional and the def2-TZVPD basis

As for the orbital gap: 4.766 eV. As for the LUMO energy: 1.530 eV. The calculation puts the relative energy (zero: lowest compared OMol25 entry of this formula, charge and spin) at 4.5142 eV. Its total charge is -1.

Element x y z (Å)
Tl 0.137 -0.156 0.876
C 3.216 -6.033 -3.381
C 2.256 -5.014 -3.706
C 2.182 -3.830 -2.948
C 3.016 -3.727 -1.783
C 4.014 -4.680 -1.565
C 4.129 -5.834 -2.373
C 2.742 -2.599 -0.862
C 2.564 -1.279 -1.359
C 2.853 -0.958 -2.722
C 2.402 0.285 -2.941
C 1.982 0.843 -1.679
N 2.150 -0.139 -0.699
C 1.741 2.268 -1.535
C 1.633 2.845 -0.236
C 2.016 4.155 0.094
C 1.888 4.220 1.475
C 1.253 3.011 1.927
C 1.000 2.752 3.332
C 0.930 3.851 4.316
C 1.641 3.658 5.551
C 1.776 4.747 6.399
C 1.208 5.967 6.122
C 0.549 6.172 4.886
C 0.388 5.131 4.027
C 0.755 1.404 3.780
N 1.225 0.173 3.220
C 0.718 -0.835 4.026
C 1.020 -2.257 3.809
C 0.875 -3.213 4.986
C 0.338 -4.506 4.722
C 0.096 -5.383 5.771
C 0.607 -5.116 7.060
C 1.103 -3.832 7.338
C 1.232 -2.853 6.321
C 1.765 -2.678 2.643
C 2.652 -3.834 2.602
C 3.154 -3.949 1.293
C 2.661 -2.837 0.578
N 1.703 -2.159 1.409
C -0.033 -0.299 5.066
C -0.043 1.068 4.930
N 1.046 2.177 0.881
C 1.843 3.094 -2.772
C 0.785 3.147 -3.646
C 0.805 4.051 -4.829
C 1.911 4.880 -5.023
C 3.021 4.715 -4.184
C 2.959 3.850 -3.105
H 3.145 -7.018 -3.838
H 1.487 -5.175 -4.526
H 1.422 -3.063 -3.107
H 4.730 -4.469 -0.735
H 4.933 -6.540 -2.220
H 3.249 -1.657 -3.500
H 2.460 0.829 -3.848
H 2.278 4.906 -0.607
H 2.190 4.967 2.194
H 1.929 2.647 5.849
H 2.328 4.694 7.342
H 1.272 6.855 6.754
H 0.329 7.209 4.619
H -0.179 5.224 3.144
H 0.020 -4.581 3.674
H -0.474 -6.299 5.464
H 0.636 -5.892 7.806
H 1.308 -3.464 8.307
H 1.521 -1.843 6.616
H 2.762 -4.592 3.393
H 3.823 -4.673 0.818
H -0.569 -0.930 5.759
H -0.396 1.853 5.575
H -0.131 2.651 -3.291
H 0.013 3.936 -5.548
H 1.807 5.687 -5.772
H 3.997 5.241 -4.271
H 3.901 3.758 -2.505
C -5.265 -2.879 -5.108
C -3.983 -2.178 -5.553
C -3.870 -0.628 -5.467
C -2.715 -2.830 -4.907
N -2.512 -2.433 -3.483
C -2.455 -3.167 -2.362
N -2.115 -2.402 -1.342
N -1.859 -1.198 -1.897
N -2.143 -1.187 -3.162
H -5.783 -3.286 -5.996
H -5.889 -2.249 -4.497
H -5.097 -3.788 -4.493
H -3.879 -2.402 -6.601
H -4.685 -0.225 -4.780
H -3.962 -0.133 -6.416
H -2.960 -0.263 -4.957
H -1.714 -2.619 -5.435
H -2.895 -3.936 -4.724
H -2.656 -4.175 -2.263
Br -6.591 0.855 0.905
C -5.841 2.315 -0.100
C -6.451 2.691 -1.254
C -6.149 3.935 -1.891
C -5.044 4.687 -1.479
C -4.309 4.252 -0.415
C -4.744 3.156 0.338
I -3.702 2.689 2.141
H -7.271 2.034 -1.679
H -6.858 4.218 -2.708
H -4.833 5.656 -2.010
H -3.426 4.767 -0.043


Molecular formula: C55H42ClN3O8P2S3Sn
Method: DFT, the ωB97M-V functional and the def2-TZVPD basis

As for the orbital gap: 6.788 eV. As for the LUMO energy: 3.420 eV. The calculation puts the relative energy (zero: lowest compared OMol25 entry of this formula, charge and spin) at 0.6394 eV. Its total charge is -2.

Element x y z (Å)
Sn 2.482 1.624 1.037
S 1.336 -1.149 4.287
P -0.184 -2.023 3.422
C -0.165 -2.040 1.587
P -1.084 -0.641 0.867
S -0.840 1.219 1.468
C -2.848 -1.125 0.866
C -3.830 -0.154 1.013
C -5.171 -0.487 0.854
C -5.533 -1.794 0.567
C -4.553 -2.771 0.435
C -3.216 -2.437 0.573
C -0.761 -0.758 -0.934
C 0.228 -1.548 -1.508
C 0.463 -1.493 -2.876
C -0.296 -0.662 -3.681
C -1.310 0.104 -3.123
C -1.531 0.064 -1.757
C -1.808 -1.417 4.016
C -1.870 -0.105 4.479
C -3.083 0.438 4.876
C -4.238 -0.327 4.825
C -4.176 -1.645 4.396
C -2.965 -2.191 3.993
C -0.304 -3.780 3.960
C -0.910 -4.749 3.167
C -1.033 -6.054 3.626
C -0.545 -6.401 4.878
C 0.068 -5.440 5.672
C 0.186 -4.135 5.214
H -3.525 0.857 1.258
H -5.929 0.280 0.959
H -6.578 -2.055 0.446
H -4.832 -3.798 0.227
H -2.443 -3.189 0.457
H 0.819 -2.207 -0.894
H 1.255 -2.094 -3.307
H -0.089 -0.597 -4.742
H -1.915 0.747 -3.749
H -2.302 0.687 -1.316
H -0.966 0.489 4.506
H -3.126 1.468 5.208
H -5.191 0.103 5.113
H -5.073 -2.251 4.355
H -2.930 -3.215 3.650
H -1.255 -4.473 2.176
H -1.494 -6.806 2.997
H -0.624 -7.424 5.225
H 0.463 -5.710 6.644
H 0.678 -3.377 5.812
O 6.707 1.853 0.074
C 5.583 1.848 -0.408
O 4.484 2.096 0.208
C 5.450 1.528 -1.894
C 4.269 1.048 -2.444
C 4.168 0.787 -3.806
C 5.262 0.977 -4.627
C 6.448 1.441 -4.067
C 6.552 1.724 -2.716
N 7.613 1.613 -4.928
O 8.606 2.147 -4.466
O 7.545 1.213 -6.082
H 3.409 0.890 -1.805
H 3.218 0.466 -4.210
H 5.217 0.788 -5.689
H 7.475 2.088 -2.289
S 1.971 3.829 2.494
C 2.862 5.184 2.099
N 3.448 6.157 1.859
C -4.351 2.728 -0.809
C -3.671 2.879 -2.150
C -4.291 2.337 -3.270
C -3.659 2.384 -4.503
C -2.410 2.956 -4.605
C -1.766 3.528 -3.497
N -0.487 4.049 -3.792
C 0.363 4.737 -2.877
C 0.294 6.125 -2.837
C 1.111 6.847 -1.980
C 2.021 6.187 -1.168
C 2.099 4.804 -1.216
C 1.283 4.064 -2.064
C 1.354 2.553 -2.074
O 1.269 1.956 -3.152
O 1.441 1.988 -0.928
C -2.423 3.519 -2.246
C -1.820 4.079 -0.977
H -5.146 1.985 -0.876
H -4.791 3.670 -0.470
H -3.643 2.398 -0.047
H -5.255 1.851 -3.165
H -4.136 1.963 -5.381
H -1.888 2.969 -5.555
H 0.055 3.333 -4.261
H -0.420 6.620 -3.484
H 1.038 7.928 -1.951
H 2.665 6.731 -0.489
H 2.818 4.286 -0.595
H -1.226 4.968 -1.151
H -1.172 3.338 -0.496
H -2.599 4.345 -0.264
Cl 2.030 -8.360 2.279
C 2.060 -6.638 2.011
C 1.460 -6.119 0.876
C 1.481 -4.749 0.673
C 2.098 -3.913 1.595
C 2.694 -4.449 2.727
C 2.667 -5.818 2.945
C 2.267 -2.459 1.274
O 3.363 -2.032 0.995
O 1.212 -1.659 1.198
H 0.981 -6.777 0.163
H 1.018 -4.335 -0.214
H 3.167 -3.787 3.442
H 3.107 -6.243 3.837


Molecular formula: C55H44BrCuN3O2P2Si
Method: DFT, the ωB97M-V functional and the def2-TZVPD basis

As for the orbital gap (spin up / spin down): 5.412 / 7.094 eV. Its expectation value of S² is 0.77. As for the LUMO energy (spin up / spin down): -0.634 / -0.639 eV. The calculation puts the relative energy (zero: lowest compared OMol25 entry of this formula, charge and spin) at 0.0000 eV. The spin multiplicity is 2. Its total charge is 0.

Element x y z (Å)
Cu 0.016 -0.938 -0.354
C -0.208 -1.521 3.339
Si 0.561 -0.390 2.055
C 2.397 -0.812 1.828
C 3.142 -1.335 2.886
C 4.516 -1.487 2.771
C 5.166 -1.100 1.605
C 4.440 -0.571 0.550
C 3.059 -0.431 0.665
P 1.980 0.136 -0.690
C 2.177 1.945 -0.735
C 1.793 2.690 -1.850
C 1.895 4.072 -1.827
C 2.352 4.727 -0.692
C 2.727 3.992 0.422
C 2.652 2.607 0.395
C 2.872 -0.490 -2.151
C 3.730 0.316 -2.895
C 4.466 -0.222 -3.942
C 4.360 -1.571 -4.246
C 3.519 -2.382 -3.498
C 2.777 -1.847 -2.457
C 0.710 1.268 2.987
C 1.785 1.735 3.743
C 1.605 2.805 4.605
C 0.357 3.416 4.731
C -0.715 2.976 3.975
C -0.521 1.916 3.096
P -1.589 1.192 1.833
C -3.236 0.947 2.547
C -4.403 1.192 1.831
C -5.637 0.910 2.397
C -5.716 0.378 3.675
C -4.554 0.124 4.392
C -3.320 0.403 3.830
C -1.804 2.553 0.648
C -1.263 2.478 -0.626
C -1.437 3.526 -1.524
C -2.137 4.657 -1.143
C -2.664 4.749 0.142
C -2.503 3.703 1.031
H -0.138 -1.035 4.314
H 0.335 -2.466 3.377
H -1.252 -1.748 3.123
H 2.647 -1.646 3.799
H 5.082 -1.918 3.587
H 6.238 -1.224 1.514
H 4.942 -0.289 -0.368
H 1.390 2.186 -2.719
H 1.597 4.641 -2.699
H 2.414 5.807 -0.676
H 3.084 4.491 1.314
H 2.970 2.043 1.261
H 3.830 1.368 -2.664
H 5.122 0.417 -4.517
H 4.931 -1.989 -5.065
H 3.432 -3.436 -3.728
H 2.103 -2.483 -1.901
H 2.756 1.256 3.675
H 2.437 3.165 5.199
H 0.231 4.243 5.419
H -1.683 3.455 4.066
H -4.350 1.597 0.829
H -6.540 1.103 1.831
H -6.681 0.159 4.113
H -4.610 -0.294 5.389
H -2.415 0.203 4.392
H -0.718 1.601 -0.952
H -1.028 3.430 -2.521
H -2.277 5.471 -1.844
H -3.208 5.635 0.446
H -2.934 3.772 2.022
C 1.581 -5.710 2.054
C 0.222 -5.652 2.345
C -0.566 -4.617 1.872
C 0.004 -3.602 1.093
C 1.363 -3.680 0.783
C 2.144 -4.718 1.262
N -0.727 -2.515 0.604
N -2.020 -2.578 0.847
C -2.774 -1.663 0.170
C -4.172 -1.840 0.187
C -4.949 -1.086 -0.653
C -4.338 -0.151 -1.496
C -2.971 0.011 -1.402
N -2.198 -0.693 -0.567
H 2.188 -6.524 2.429
H -0.232 -6.427 2.950
H -1.621 -4.571 2.098
H 1.806 -2.913 0.163
H 3.197 -4.750 1.011
H -4.585 -2.607 0.827
H -6.023 -1.229 -0.678
H -4.903 0.436 -2.206
H -2.460 0.726 -2.034
Br -1.990 1.442 -4.941
C -1.201 -0.217 -5.438
C -1.413 -0.614 -6.751
C -0.917 -1.828 -7.194
C -0.229 -2.655 -6.318
C -0.041 -2.254 -5.008
C -0.504 -1.024 -4.545
C -0.184 -0.652 -3.114
O -0.017 0.545 -2.821
O -0.095 -1.620 -2.305
H -1.971 0.030 -7.417
H -1.079 -2.128 -8.222
H 0.150 -3.612 -6.653
H 0.471 -2.890 -4.299


| no. | DFT total energy (Ha) |
| --- | --- |
| 1 | -4258.56466 |
| 2 | -5603.15113 |
| 3 | -5439.23950 |
| 4 | -7623.78143 |